{
  "formula": "C22H13F5N3O2RuS5Se4",
  "method": "the ωB97M-V functional and the def2-TZVPD basis",
  "species": ["Ru", "S", "C", "S", "C", "C", "S", "S", "S", "Se", "Se", "Se", "Se", "F", "C", "C", "F", "C", "F", "C", "O", "C", "F", "C", "F", "C", "C", "C", "C", "C", "N", "C", "O", "N", "C", "C", "C", "C", "N", "C", "C", "C", "H", "H", "H", "H", "H", "H", "H", "H", "H", "H", "H", "H", "H"],
  "positions_angstrom": [[-0.9964, 1.3207, -1.4493], [3.8016, -4.1752, -1.4058], [2.7001, -2.9160, -1.4489], [3.1409, -1.2624, -1.5248], [1.5453, -0.5699, -1.5387], [0.5298, -1.4615, -1.5309], [-1.1498, -0.9686, -1.5842], [1.0012, -3.1355, -1.5196], [1.2769, 1.1579, -1.6223], [-2.6834, 3.1531, -1.0873], [-3.5279, 4.2377, 0.7331], [-4.9122, 5.7124, -2.4489], [-3.4444, 4.2069, -3.1176], [-2.9439, 0.4251, -8.3633], [-2.4800, 0.8088, -7.1530], [-3.1272, 0.4317, -5.9930], [-4.2460, -0.3127, -6.0805], [-2.6590, 0.8230, -4.7523], [-3.3840, 0.4781, -3.6769], [-1.4984, 1.6102, -4.5900], [-1.0335, 2.0187, -3.4610], [-0.8837, 1.9897, -5.8065], [0.2168, 2.7615, -5.7619], [-1.3512, 1.6021, -7.0436], [-0.7060, 1.9900, -8.1617], [4.6187, -1.7978, 2.0190], [3.3254, -1.7364, 2.7840], [2.1143, -2.0515, 2.1787], [0.9120, -1.9888, 2.8688], [0.9001, -1.5875, 4.1987], [-0.2770, -1.5064, 4.9836], [-1.5997, -1.4952, 4.5941], [-2.4700, -1.9625, 5.3124], [-1.8938, -0.9046, 3.3922], [-1.2086, 0.1336, 2.7211], [-0.3332, 1.0089, 3.3400], [0.2589, 1.9847, 2.5625], [-0.0169, 2.0537, 1.2119], [-0.8468, 1.1913, 0.6025], [-1.4415, 0.2638, 1.3601], [2.1039, -1.2672, 4.8193], [3.2963, -1.3495, 4.1204], [4.5001, -2.3405, 1.0816], [5.3962, -2.2948, 2.6034], [4.9760, -0.7941, 1.7765], [2.1007, -2.3638, 1.1414], [-0.0052, -2.2530, 2.3603], [-0.1857, -1.7939, 5.9441], [-2.8417, -1.0793, 3.0981], [-0.1286, 0.9373, 4.3998], [0.9394, 2.7027, 2.9982], [0.4168, 2.8160, 0.5838], [-2.1202, -0.4076, 0.8533], [2.1006, -0.9445, 5.8550], [4.2242, -1.0989, 4.6241]],
  "forces_ev_per_angstrom": [[-0.560, 0.890, 0.180], [-0.059, 0.120, 0.133], [0.115, -0.171, -0.365], [0.057, 0.054, 0.131], [-0.165, 0.073, -0.013], [-0.068, 0.173, 0.010], [0.126, -0.248, -0.292], [-0.021, -0.044, 0.187], [0.333, -0.180, -0.006], [0.203, -0.102, 0.195], [0.045, -0.114, -0.189], [-0.025, 0.046, -0.014], [-0.019, 0.017, -0.015], [0.007, -0.003, -0.006], [0.051, 0.045, 0.015], [-0.054, -0.036, 0.063], [0.008, 0.004, -0.005], [-0.047, 0.049, -0.129], [0.069, -0.036, 0.071], [0.030, -0.036, 0.129], [-0.133, -0.239, -0.168], [0.062, -0.024, 0.047], [-0.013, -0.010, -0.005], [-0.051, -0.029, -0.014], [-0.001, -0.003, -0.004], [0.034, -0.006, -0.016], [-0.019, 0.004, -0.001], [-0.052, -0.001, -0.032], [0.059, -0.065, 0.020], [0.039, -0.036, 0.048], [-0.022, -0.061, 0.037], [0.067, 0.229, -0.011], [0.015, -0.090, -0.026], [-0.105, -0.064, 0.036], [-0.037, -0.028, -0.120], [-0.062, 0.076, 0.120], [0.023, 0.069, -0.051], [-0.112, -0.039, -0.038], [0.222, -0.226, 0.331], [0.016, 0.139, -0.101], [0.001, 0.013, -0.029], [0.021, -0.007, 0.001], [-0.012, -0.025, -0.006], [-0.004, 0.012, 0.004], [-0.016, 0.000, -0.005], [0.008, 0.005, -0.001], [0.012, -0.008, 0.014], [-0.003, -0.075, -0.015], [-0.024, 0.059, 0.042], [-0.024, 0.022, -0.044], [-0.008, 0.003, 0.006], [0.055, -0.039, -0.022], [0.058, -0.053, -0.072], [-0.013, 0.000, -0.002], [-0.008, -0.001, -0.003]],
  "relative_energy_kcal_mol": 0.0,
  "e_homo_ev": [-1.751, -1.746],
  "multiplicity": 2,
  "max_force_ha_per_bohr": 0.0207,
  "charge": -2,
  "gap_ev": [5.6, 4.8]
}

=====

{
  "formula": "C46H69F6N3O19PS",
  "method": "the ωB97M-V functional and the def2-TZVPD basis",
  "species": ["C", "C", "C", "C", "C", "C", "C", "C", "C", "C", "C", "C", "C", "C", "C", "C", "C", "C", "O", "C", "C", "C", "C", "C", "C", "C", "C", "N", "P", "N", "C", "N", "C", "S", "H", "H", "H", "H", "H", "H", "H", "H", "H", "H", "H", "H", "H", "H", "H", "H", "H", "H", "H", "H", "H", "H", "H", "H", "H", "H", "H", "H", "H", "H", "H", "H", "H", "H", "H", "H", "H", "H", "H", "H", "H", "H", "H", "H", "H", "H", "H", "H", "H", "H", "H", "C", "C", "O", "C", "O", "O", "F", "H", "H", "H", "C", "C", "O", "C", "O", "O", "F", "H", "H", "H", "C", "C", "O", "C", "O", "O", "F", "H", "H", "H", "C", "C", "O", "C", "O", "O", "F", "H", "H", "H", "C", "C", "O", "C", "O", "O", "F", "H", "H", "H", "C", "C", "O", "C", "O", "O", "F", "H", "H", "H"],
  "positions_angstrom": [[-7.4118, 2.8717, 0.4199], [-7.2254, 1.4123, 1.1334], [-6.1189, 1.6065, 2.2777], [-4.6134, 1.2389, 1.8539], [-4.2196, 1.5754, 0.3366], [-3.7206, 3.1163, 0.1226], [-2.5841, 3.0291, -1.0433], [-1.8793, 4.4366, -1.3478], [-0.7257, 4.1563, -2.4524], [0.4974, 3.2798, -1.9080], [1.5704, 2.8879, -3.0799], [1.7068, 1.2635, -3.0824], [2.4303, 0.7061, -1.7349], [1.4995, -0.3885, -0.9619], [1.8770, -0.5677, 0.5758], [3.2050, -1.2720, 1.0190], [4.2734, -1.8920, -0.0073], [4.1891, -3.5143, 0.1265], [2.8387, -3.9100, 0.4723], [2.8270, -4.9686, 1.4582], [3.1941, -6.4225, 0.8293], [3.4998, -1.3714, 2.5547], [4.8294, -2.0130, 3.1802], [5.7206, -0.8386, 3.8450], [5.7594, 0.5285, 3.0067], [5.3050, -0.4670, 5.3608], [2.4310, -0.8097, 3.5641], [1.2104, -0.1728, 3.1107], [0.1201, 0.4196, 4.4218], [-0.7032, -0.8656, 4.9161], [0.9293, -0.0338, 1.7001], [-0.3480, 0.6853, 1.3598], [0.0222, 1.9541, 1.4093], [0.0421, 3.5947, 1.5758], [-6.6221, 2.9820, -0.4087], [-7.1800, 3.6916, 1.2011], [-8.4781, 3.0543, 0.0560], [-8.2373, 1.0165, 1.5254], [-6.8826, 0.6342, 0.3494], [-6.1484, 2.6491, 2.7806], [-6.4025, 0.8717, 3.1300], [-3.9125, 1.8037, 2.5848], [-4.4266, 0.1255, 2.0507], [-4.9945, 1.2764, -0.4465], [-3.2794, 0.9372, 0.1009], [-3.2769, 3.4915, 1.1085], [-4.5940, 3.7839, -0.2028], [-1.7753, 2.3266, -0.6075], [-2.9859, 2.5091, -1.9743], [-2.6718, 5.1166, -1.8465], [-1.5060, 4.9984, -0.4275], [-1.2419, 3.7268, -3.3829], [-0.3024, 5.1912, -2.7603], [0.2026, 2.2887, -1.4227], [1.0901, 3.8625, -1.1001], [2.6049, 3.3486, -2.8986], [1.1184, 3.2126, -4.0762], [2.2745, 0.9846, -4.0291], [0.6675, 0.7588, -3.0920], [2.7950, 1.5335, -1.0385], [3.3729, 0.1324, -2.0834], [0.4192, 0.0211, -1.0170], [1.4903, -1.3843, -1.5291], [5.3377, -1.5010, 0.1719], [3.8986, -1.6604, -1.0667], [4.9092, -3.9295, 0.9170], [4.4945, -4.0012, -0.8762], [1.7388, -5.0517, 1.8336], [3.4761, -4.7604, 2.3842], [2.2857, -7.1342, 0.8782], [3.5322, -6.3289, -0.2732], [4.0548, -6.8508, 1.4516], [5.4349, -2.6289, 2.4358], [4.4979, -2.7050, 4.0364], [6.8102, -1.2199, 3.9048], [6.2557, 0.3698, 1.9740], [6.4648, 1.2428, 3.5725], [4.7573, 1.0649, 2.9090], [4.8964, -1.3519, 5.9445], [6.2505, -0.0289, 5.8646], [4.5555, 0.4127, 5.2903], [2.6103, -0.9047, 4.6956], [0.9436, 0.9179, 5.5071], [-0.7614, 1.4520, 3.9366], [-0.4797, -1.0348, 5.9125], [-8.2666, 2.7586, -4.0505], [-7.3934, 2.7576, -5.2634], [-6.1117, 3.0410, -4.7398], [-6.1191, 2.5459, -3.4717], [-5.1292, 2.3612, -2.8187], [-7.3850, 2.2786, -3.0410], [-7.7403, 3.7520, -6.1137], [-8.6148, 3.7591, -3.7816], [-9.1304, 2.1061, -4.1613], [-7.3687, 1.8041, -5.7993], [-10.1405, -0.3555, -0.5343], [-10.1096, -0.8993, -1.9262], [-10.6819, 0.1422, -2.6916], [-10.3835, 1.2903, -2.0222], [-10.4674, 2.3865, -2.4997], [-9.9718, 1.0389, -0.7493], [-10.8935, -1.9968, -2.0374], [-11.0964, -0.5327, -0.0334], [-9.3390, -0.7568, 0.0875], [-9.1059, -1.1217, -2.3003], [2.6511, 3.4810, -6.6608], [3.5724, 2.9816, -7.7273], [4.5655, 2.2890, -6.9973], [3.9422, 1.8368, -5.8757], [4.3864, 0.9882, -5.1545], [2.7463, 2.4614, -5.6749], [4.1583, 4.0092, -8.3834], [2.9780, 4.4324, -6.2317], [1.6248, 3.5904, -7.0145], [3.1036, 2.3027, -8.4456], [7.1338, 0.1636, -2.2172], [8.0352, -0.3210, -3.3077], [9.0425, -1.0228, -2.6065], [8.4415, -1.4912, -1.4785], [8.8974, -2.3471, -0.7787], [7.2486, -0.8694, -1.2463], [8.6077, 0.7159, -3.9610], [7.4682, 1.1095, -1.7819], [6.1007, 0.2769, -2.5505], [7.5530, -0.9905, -4.0259], [0.5566, -5.6652, -1.4210], [-0.8973, -5.9609, -1.2344], [-1.2387, -6.6592, -2.4137], [-0.0953, -7.2909, -2.8057], [-0.0590, -8.1818, -3.6010], [1.0021, -6.7847, -2.1719], [-1.6238, -4.8181, -1.1844], [0.7307, -4.7507, -1.9952], [1.0908, -5.5909, -0.4738], [-1.1220, -6.5811, -0.3616], [2.4292, -2.3205, 9.6945], [2.9276, -0.9119, 9.6653], [3.4938, -0.7982, 8.3734], [2.7919, -1.6624, 7.5937], [2.8037, -1.6467, 6.3916], [2.0695, -2.5421, 8.3365], [3.9029, -0.7222, 10.5814], [3.2027, -3.0360, 9.9866], [1.5696, -2.4448, 10.3544], [2.1478, -0.1554, 9.7926]],
  "forces_ev_per_angstrom": [[0.268, -0.209, 0.491], [0.075, 1.087, -0.466], [-0.250, -1.225, 1.077], [-0.194, 0.100, -0.038], [1.284, 0.312, 0.453], [-0.023, -1.372, -1.054], [0.376, 0.490, 1.789], [-0.660, -0.770, -1.595], [0.064, 1.137, 0.705], [1.194, 0.255, -0.292], [-1.225, -1.175, 0.758], [-0.034, 0.520, 0.357], [0.581, -1.029, -0.769], [-0.603, 1.087, 0.402], [0.705, -0.556, 2.972], [-1.544, 1.247, 2.644], [-1.654, -0.560, 0.182], [0.738, -0.142, -0.242], [1.270, -0.217, 0.735], [-1.161, -1.452, 0.203], [0.281, 0.321, 0.186], [-3.227, 1.191, -0.428], [-0.854, 0.873, 0.585], [0.645, 0.311, 0.327], [1.145, -0.073, 0.073], [0.615, 0.760, -0.844], [1.390, -0.750, -3.348], [2.707, -0.295, -2.485], [-2.100, -2.866, 2.042], [1.171, 1.960, 0.151], [2.314, -1.477, -1.053], [4.365, 3.993, 0.750], [-2.802, 0.000, 0.243], [0.327, -4.571, -0.344], [-1.476, -0.124, 1.073], [-0.430, -1.314, -1.212], [1.612, -0.366, 0.188], [1.668, 0.843, -0.294], [-0.417, 1.234, 1.253], [-0.141, -1.588, -1.177], [0.566, 1.190, -1.211], [-0.950, -0.869, -1.280], [-0.375, 1.487, -0.373], [0.936, 0.529, 1.251], [-1.516, 0.879, 0.378], [-0.530, -0.355, -1.397], [1.355, -0.851, 0.542], [-1.201, 0.979, -0.700], [0.441, 1.024, 1.216], [1.271, -0.955, 0.803], [-0.372, -0.987, -1.125], [0.912, 0.310, 1.367], [-0.532, -1.699, 0.341], [-0.004, 1.452, -0.628], [-1.223, -0.759, -1.246], [-1.559, -0.556, -0.418], [0.880, -0.349, 1.346], [-0.769, -0.011, 1.632], [1.452, 1.035, -0.289], [-0.744, -1.022, -0.849], [-1.322, 1.054, 0.635], [1.655, -0.793, 0.272], [0.207, 1.338, 1.011], [-1.701, -0.564, -0.289], [0.807, -0.076, 1.617], [-0.932, 0.784, -1.091], [-0.451, 0.895, 1.482], [1.670, 0.467, -0.568], [-0.737, 0.014, -1.512], [1.568, 1.132, -0.076], [-0.562, -0.142, 1.848], [-1.268, 0.336, -1.077], [-1.002, 1.089, 0.883], [0.479, 0.875, -1.346], [-1.756, 0.437, -0.269], [-1.019, 0.243, 1.502], [-1.088, -1.025, -0.836], [1.239, -0.937, 0.074], [0.719, 1.407, -0.861], [-1.600, -0.799, -0.684], [0.902, -1.578, 0.456], [-0.506, 0.216, -2.012], [-0.054, 0.249, -1.358], [1.287, -0.419, -0.288], [-0.180, -0.148, -0.794], [-0.851, -0.102, -0.091], [-0.100, 0.556, -0.478], [-0.076, -0.589, 0.521], [0.877, -0.126, 0.900], [-0.986, 0.182, -0.547], [0.906, 0.001, -0.321], [0.061, -0.072, -0.180], [0.081, -0.051, -0.202], [0.263, 0.080, 0.065], [0.021, 0.154, -0.131], [0.252, -0.222, 0.988], [-0.436, -0.659, -0.233], [0.591, 0.394, 0.317], [-0.293, 1.444, -0.099], [-0.213, -1.050, 0.699], [-0.200, 0.082, -0.796], [0.093, -0.094, -0.136], [-0.004, -0.113, -0.241], [0.012, 0.255, -0.060], [-0.124, -0.117, -0.049], [-0.888, 0.580, 0.112], [0.456, 0.519, -0.545], [-0.679, -0.367, 0.415], [0.536, -0.773, 0.808], [-0.317, 0.733, -0.461], [0.872, -0.438, -0.485], [0.006, -0.092, -0.131], [0.160, -0.070, -0.189], [0.056, -0.173, 0.175], [0.131, 0.110, -0.068], [-0.929, 0.584, 0.151], [0.483, 0.464, -0.550], [-0.764, -0.252, 0.352], [0.871, -1.138, 1.000], [-0.521, 0.824, -0.524], [0.434, -0.271, -0.175], [-0.002, -0.070, -0.131], [0.173, -0.065, -0.206], [0.052, -0.157, 0.115], [0.107, 0.135, -0.075], [0.783, 0.377, 0.467], [-0.558, 0.412, -0.170], [0.572, -0.217, 0.418], [0.237, -1.321, -1.355], [-0.009, 0.921, 0.744], [-0.551, -0.174, -0.112], [-0.167, 0.036, 0.145], [-0.253, -0.006, 0.062], [0.034, -0.115, -0.221], [-0.135, 0.144, -0.019], [-0.458, -0.694, 0.732], [0.624, 0.269, 0.733], [-0.750, -0.331, -0.537], [-0.110, -0.324, -0.698], [-0.364, -0.228, 1.214], [0.446, 0.684, -0.728], [-0.073, 0.166, -0.049], [0.083, 0.241, -0.001], [-0.024, -0.039, -0.271], [0.167, 0.051, 0.057]],
  "e_homo_ev": -11.571,
  "multiplicity": 1,
  "max_force_ha_per_bohr": 0.1160,
  "charge": 1,
  "gap_ev": 7.7
}

=====

{
  "formula": "C3H7NOS",
  "method": "the ωB97M-V functional and the def2-TZVPD basis",
  "species": ["C", "C", "C", "H", "H", "H", "H", "H", "H", "H", "N", "O", "S"],
  "positions_angstrom": [[-2.2188, 0.8939, -0.0781], [-0.7192, -1.3021, -0.0140], [2.4689, 0.1238, 0.0451], [-3.1781, 1.3482, -0.2916], [-1.3968, 1.2478, -0.7132], [-2.0248, 1.2682, 0.9541], [-0.5181, -2.3256, 0.0843], [2.3563, 0.6224, 1.0087], [3.4187, -0.4439, -0.0108], [2.4617, 0.8522, -0.8068], [0.2437, -0.4493, -0.0381], [1.4909, -0.9638, -0.1324], [-2.3845, -0.8718, -0.0072]],
  "forces_ev_per_angstrom": [[0.226, 1.197, 1.515], [1.656, 1.546, 0.275], [0.163, -1.235, -1.063], [-0.169, -0.147, -0.611], [-0.470, -0.302, -0.033], [0.263, -0.302, -0.645], [0.241, -1.604, -0.145], [-0.133, -0.106, -0.124], [-0.401, 0.537, 0.229], [-0.365, -0.621, 0.748], [-2.143, 0.647, -0.254], [1.396, 0.477, 0.384], [-0.264, -0.089, -0.276]],
  "relative_energy_kcal_mol": 69.5,
  "e_homo_ev": -8.293,
  "multiplicity": 1,
  "max_force_ha_per_bohr": 0.0444,
  "gap_ev": 9.2
}